Entry 1:
ORCA calculation (wB97M-V/def2-TZVPD) on a cluster of 2 separate species, C2H10NS2 in total at a distorted geometry.

Properties
- highest occupied orbital energy (spin up / spin down) (eV) = -18.59 / -19.71
- Kohn-Sham gap (spin up / spin down) (eV) = 10.01 / 8.20
- net charge = +2
- ΔE to the lowest compared entry with this formula, charge and spin (kJ/mol) = 66.2
- energy (eV) = -25378.06212
- spin multiplicity = 2

Element x y z (Å)
S 0.3335 -2.2722 -1.9797
S 1.5122 -1.3073 -0.5027
N -1.4527 1.9517 0.2483
C 1.1976 -2.5510 0.8366
C -0.1831 2.3968 -0.4074
H -2.2170 2.0375 -0.4254
H 1.8815 -3.3856 0.7060
H -0.1344 -3.2283 -1.1265
H 0.6656 2.3638 0.2742
H -1.3947 0.9532 0.4468
H 1.5958 -2.0570 1.7287
H -0.0732 1.8131 -1.3128
H -0.2777 3.4734 -0.5867
H -1.5955 2.5280 1.0803
H 0.1422 -2.7161 1.0203

---

Entry 2:
ORCA calculation (wB97M-V/def2-TZVPD) on a cluster of 2 separate species, C2H10NS2 in total.

Properties
- highest occupied orbital energy (spin up / spin down) (eV) = -18.90 / -18.79
- Kohn-Sham gap (spin up / spin down) (eV) = 10.68 / 6.46
- net charge = +2
- ΔE to the lowest compared entry with this formula, charge and spin (kJ/mol) = 59.9
- energy (eV) = -25378.12736
- spin multiplicity = 2

Element x y z (Å)
S -0.6370 -0.3815 0.4915
S 0.7150 1.0772 -0.0419
N 0.7799 -2.6159 -1.5268
C -2.1823 0.2861 -0.2356
C 0.9797 1.9582 1.4878
H -2.9084 -0.5150 -0.1060
H -2.4893 1.1675 0.3219
H -2.0474 0.5248 -1.2904
H 0.0189 2.3368 1.8438
H 1.4335 1.2767 2.2167
H 1.6531 2.7825 1.2604
H 0.3890 -3.5574 -1.4371
H 0.3208 -1.9431 -0.8589
H 1.7853 -2.6864 -1.3401
H 0.6653 -2.2652 -2.4839